[1]
{"formula": "C10H6NO5Sc", "method": "ωB97M-V/def2-TZVPD", "lumo_energy_ev": [-9.8, -10.0], "relative_energy_ev": 4.148, "gap_ev": [6.384, 6.569], "fmax_ev_per_a": 16.9, "total_charge": 2, "homo_ev": [-16.184, -16.541], "multiplicity": 1, "e_tot_ha": -1575.522771, "species": ["O", "C", "Sc", "C", "O", "C", "O", "C", "O", "C", "O", "H", "C", "C", "C", "N", "C", "C", "H", "H", "H", "H", "H"], "positions_angstrom": [[0.35696, 2.98128, -1.49417], [0.43427, 1.75542, -1.59126], [0.35546, -0.04294, -1.67782], [-1.47690, 0.79136, 0.07163], [-2.05604, 1.17966, 0.95395], [-3.44686, -0.18686, -2.54578], [-2.21101, -0.34803, -2.98702], [2.36554, 0.37453, -2.51530], [3.41125, 0.63396, -2.94544], [-4.42916, 0.18338, -1.72335], [-4.90972, 0.58568, -0.73134], [-4.37006, -0.44537, -3.32005], [1.81482, -0.88996, 2.96010], [2.52528, 0.02654, 2.17237], [2.10393, 0.21473, 0.84935], [1.01139, -0.45253, 0.38305], [0.23617, -1.23864, 1.19301], [0.66165, -1.53939, 2.48556], [2.15823, -1.09405, 3.97221], [3.43949, 0.53486, 2.51120], [2.60814, 0.88973, 0.14094], [-0.68237, -1.64965, 0.74377], [0.09956, -2.26371, 3.09441]], "forces_ev_per_angstrom": [[0.70, -8.23, -0.65], [-0.54, 16.91, 0.97], [-2.54, -8.19, 0.12], [-0.80, 0.23, 0.80], [0.53, -0.27, -0.89], [-1.17, -1.58, -4.76], [-2.26, 0.89, 2.75], [5.89, 0.64, -2.72], [-4.64, -0.93, 2.01], [3.70, 1.89, 4.90], [-0.99, -0.97, -2.46], [1.73, -0.16, 0.01], [0.03, 0.07, 0.02], [0.05, -0.09, -0.80], [-0.46, -0.80, 0.74], [-0.37, 0.53, -0.15], [1.28, -0.09, 0.10], [-0.23, 0.21, -0.43], [-0.06, 0.02, -0.18], [-0.64, -0.28, 0.03], [-0.10, -0.39, 0.50], [0.55, 0.04, 0.35], [0.35, 0.55, -0.26]]}


[2]
{"formula": "C23H44AlCl2N3O8PS", "method": "ωB97M-V/def2-TZVPD", "lumo_energy_ev": [1.7, 1.4], "s_squared": 2.01, "gap_ev": [7.152, 6.804], "fmax_ev_per_a": 1.7, "total_charge": -1, "homo_ev": [-5.445, -5.445], "multiplicity": 3, "e_tot_ha": -3571.371320, "species": ["C", "P", "O", "C", "C", "S", "O", "O", "O", "Al", "Cl", "O", "C", "Cl", "O", "C", "N", "H", "H", "H", "H", "H", "H", "H", "H", "C", "C", "C", "C", "C", "C", "N", "O", "C", "C", "C", "H", "H", "H", "H", "H", "H", "H", "H", "H", "H", "H", "H", "H", "H", "H", "H", "H", "H", "C", "C", "C", "C", "C", "C", "N", "O", "C", "C", "C", "H", "H", "H", "H", "H", "H", "H", "H", "H", "H", "H", "H", "H", "H", "H", "H", "H", "H"], "positions_angstrom": [[-6.39185, 0.61197, 5.26108], [-6.20762, 0.43149, 3.44250], [-7.40286, -0.64346, 3.07180], [-6.74875, 2.02826, 2.51413], [-5.44558, 2.62597, 1.91581], [-3.92818, 2.48122, 2.82171], [-4.18308, 2.69904, 4.22129], [-3.12325, 1.37113, 2.39634], [-7.41581, 1.54010, 1.38067], [-9.16316, 1.94572, 1.64958], [-10.51288, 1.94651, -0.04616], [-8.51597, 3.56156, 2.22161], [-7.61608, 3.23255, 3.12494], [-8.47883, 2.96689, 4.71286], [-6.74524, 4.41524, 3.31254], [-6.62046, 4.97506, 4.46444], [-6.26862, 5.58594, 5.37432], [-6.58876, 1.61208, 5.60907], [-5.42616, 0.32169, 5.67858], [-7.13803, -0.09427, 5.61659], [-6.93511, -1.47766, 2.94523], [-5.27226, 2.16345, 0.94656], [-5.55274, 3.69212, 1.73526], [-3.26830, 3.58432, 2.39433], [-9.70594, 0.97859, 2.76134], [2.99653, 2.86638, -0.45974], [1.48963, 3.14824, -0.24229], [1.17114, 3.33652, 1.24292], [1.18790, 2.03765, 2.04407], [0.24567, 1.01350, 1.41179], [0.55398, 0.75925, -0.06220], [0.63768, 2.05809, -0.81384], [-0.54326, 2.50279, -1.09730], [1.85331, -0.06070, -0.17424], [-0.53552, -0.10334, -0.68250], [1.20224, 4.45432, -0.96983], [3.58596, 3.21988, 0.38727], [3.23258, 1.82013, -0.61087], [3.35438, 3.38081, -1.35219], [0.17875, 3.78827, 1.33599], [1.87854, 4.05485, 1.66270], [2.20851, 1.64661, 2.11117], [0.86873, 2.23798, 3.06834], [0.30368, 0.06814, 1.95477], [-0.78162, 1.36793, 1.52250], [2.20955, -0.10501, -1.20359], [1.66166, -1.08431, 0.14422], [2.65654, 0.30890, 0.46193], [-1.52396, 0.32997, -0.55250], [-0.53157, -1.07818, -0.19707], [-0.35624, -0.24953, -1.74897], [1.33947, 4.34029, -2.04560], [1.90362, 5.20893, -0.61016], [0.19226, 4.81441, -0.79009], [3.85461, -5.23251, -4.29524], [3.95494, -3.70756, -4.04764], [5.35705, -3.18579, -4.36992], [6.40868, -3.56397, -3.33099], [5.96395, -3.10889, -1.94225], [4.58610, -3.64215, -1.55462], [3.58644, -3.35160, -2.63889], [3.18412, -2.12455, -2.57053], [4.69594, -5.14816, -1.24981], [4.11146, -2.98672, -0.26612], [2.96585, -3.06366, -5.00930], [4.63159, -5.56843, -4.98276], [3.92900, -5.83393, -3.39761], [2.88994, -5.48230, -4.73628], [5.31852, -2.09458, -4.44354], [5.64592, -3.55193, -5.35658], [6.59282, -4.64217, -3.34913], [7.35789, -3.08784, -3.58349], [6.68524, -3.43001, -1.18772], [5.94950, -2.01493, -1.91689], [3.70816, -5.60068, -1.15610], [5.21314, -5.28170, -0.30015], [5.26802, -5.70372, -1.98936], [4.10795, -1.90203, -0.33466], [4.78257, -3.27067, 0.54391], [3.10436, -3.31668, -0.00855], [1.94217, -3.34567, -4.76337], [3.18838, -3.41699, -6.01709], [3.03109, -1.97843, -5.00645]], "forces_ev_per_angstrom": [[0.44, -0.10, 0.02], [0.59, 0.15, -0.05], [-0.14, -0.14, 0.30], [0.44, -0.58, -0.30], [0.18, 0.15, -0.32], [0.16, 0.12, 0.24], [-0.19, -0.11, 0.22], [0.14, -0.09, -0.17], [-0.57, 0.08, 0.54], [0.41, -0.46, -0.57], [0.29, 0.22, 0.07], [-0.47, 0.03, 0.38], [-0.65, 0.42, -0.87], [0.26, -0.15, 0.21], [-0.28, -0.11, 0.53], [0.72, -0.06, -0.60], [-0.30, 0.20, 0.49], [-0.16, 0.17, 0.08], [0.01, -0.06, 0.01], [-0.25, 0.11, -0.01], [-0.24, 0.10, -0.24], [-0.02, -0.28, 0.10], [0.01, 0.08, -0.01], [-0.07, 0.14, -0.17], [-0.29, 0.17, 0.08], [0.01, -0.22, -0.12], [0.99, 0.21, -0.24], [-0.24, -0.19, 0.31], [0.02, -0.01, -0.11], [-0.04, 0.43, 0.27], [0.66, -0.96, -0.10], [-1.17, 0.52, 0.97], [0.39, -0.19, -0.44], [0.14, 0.18, -0.04], [-0.34, 0.16, -0.14], [-0.30, 0.12, -0.07], [-0.03, 0.05, 0.02], [-0.04, -0.01, 0.08], [-0.05, 0.06, 0.00], [-0.04, -0.05, -0.10], [0.04, 0.03, -0.05], [0.00, -0.01, -0.04], [0.01, 0.00, 0.01], [-0.01, -0.08, -0.07], [-0.04, -0.01, -0.10], [0.00, -0.02, -0.01], [-0.13, -0.01, -0.01], [-0.02, 0.03, -0.01], [0.03, 0.06, -0.03], [0.05, -0.03, 0.04], [0.02, 0.01, 0.00], [0.00, -0.03, 0.00], [0.07, -0.02, 0.01], [-0.02, -0.05, -0.01], [-0.07, -0.09, 0.23], [-0.30, -0.90, -0.52], [0.32, 0.21, 0.21], [-0.11, -0.01, 0.00], [0.18, 0.19, -0.31], [0.00, -0.90, 0.59], [0.88, 1.38, -0.29], [-0.34, -0.48, 0.13], [-0.04, -0.05, -0.13], [-0.10, 0.30, 0.04], [-0.10, 0.31, 0.01], [0.00, 0.05, -0.04], [0.07, 0.04, 0.00], [-0.02, 0.07, -0.04], [-0.09, 0.01, 0.07], [-0.05, -0.03, -0.03], [-0.04, -0.01, 0.02], [0.02, -0.02, -0.01], [-0.03, -0.03, 0.06], [-0.11, 0.00, -0.01], [-0.01, 0.00, -0.01], [-0.01, 0.09, 0.04], [-0.02, 0.01, -0.03], [-0.06, 0.00, -0.06], [0.04, -0.06, 0.00], [-0.01, 0.00, -0.02], [0.00, -0.01, 0.03], [0.01, -0.07, -0.01], [0.00, 0.00, 0.05]]}


[3]
{"formula": "C26H26FNO3PPtSi", "method": "ωB97M-V/def2-TZVPD", "lumo_energy_ev": [-2.5, -6.1], "relative_energy_ev": 0.257, "s_squared": 6.02, "gap_ev": [8.771, 5.553], "fmax_ev_per_a": 0.6, "total_charge": 1, "homo_ev": [-11.271, -11.702], "multiplicity": 5, "e_tot_ha": -2136.495697, "species": ["Pt", "O", "Si", "C", "C", "C", "C", "C", "C", "C", "C", "C", "C", "C", "C", "C", "C", "C", "C", "C", "C", "H", "H", "H", "H", "H", "H", "H", "H", "H", "H", "H", "H", "H", "H", "H", "F", "O", "N", "O", "C", "P", "C", "C", "C", "C", "C", "C", "C", "H", "H", "H", "H", "H", "H", "H", "H", "H", "H", "H"], "positions_angstrom": [[1.18181, 0.98887, 1.28996], [0.26655, 1.05490, -0.31829], [-1.31740, 1.00722, -1.01806], [-1.36932, 2.35747, -2.26619], [-0.76213, 3.59572, -2.04098], [-0.83833, 4.61185, -2.97789], [-1.53972, 4.40926, -4.16040], [-2.15649, 3.19039, -4.40208], [-2.06881, 2.17424, -3.46271], [-2.58077, 1.18154, 0.33253], [-3.91162, 0.95319, -0.03730], [-4.93877, 1.06081, 0.88574], [-4.65644, 1.40915, 2.20021], [-3.34699, 1.65973, 2.58179], [-2.32184, 1.54903, 1.65219], [-1.36820, -0.68818, -1.76344], [-0.52589, -0.96810, -2.84807], [-0.44845, -2.24265, -3.38509], [-1.21697, -3.26723, -2.84392], [-2.06201, -3.01099, -1.77335], [-2.13432, -1.73141, -1.23823], [-0.21958, 3.77425, -1.11794], [-0.35719, 5.56255, -2.79117], [-1.60674, 5.20345, -4.89232], [-2.69984, 3.03269, -5.32428], [-2.54555, 1.22160, -3.67046], [-4.15546, 0.69392, -1.06345], [-5.96074, 0.87852, 0.58024], [-5.45848, 1.49631, 2.92119], [-3.12412, 1.95044, 3.59995], [-1.31415, 1.77877, 1.98003], [0.07227, -0.17396, -3.28395], [0.20186, -2.44013, -4.22724], [-1.16339, -4.26275, -3.26515], [-2.66918, -3.80639, -1.36114], [-2.79709, -1.54501, -0.40008], [1.43034, 1.64917, 3.05539], [3.14087, 2.97911, 0.44083], [4.21542, 2.70315, 0.86932], [4.63656, 1.76745, 1.45685], [0.26045, -2.16674, 2.29150], [1.61983, -1.41060, 1.37352], [1.64652, -2.19740, -0.24873], [3.15713, -1.76001, 2.22428], [4.31071, -2.06557, 1.50203], [5.50488, -2.27893, 2.17124], [5.55363, -2.17905, 3.55449], [4.41033, -1.86094, 4.27488], [3.21360, -1.64445, 3.61410], [0.17699, -1.73133, 3.28586], [0.42743, -3.24169, 2.37462], [-0.67104, -1.97821, 1.75574], [1.96015, -3.23621, -0.13198], [2.32186, -1.68238, -0.92936], [0.64147, -2.15950, -0.67129], [4.28598, -2.14305, 0.42268], [6.39774, -2.52280, 1.61199], [6.48762, -2.34632, 4.07389], [4.45197, -1.77608, 5.35214], [2.33309, -1.37668, 4.18538]], "forces_ev_per_angstrom": [[-0.42, 0.46, 0.01], [-0.09, -0.13, -0.03], [-0.04, 0.09, 0.21], [0.04, 0.11, -0.28], [0.09, -0.01, 0.18], [-0.08, 0.01, -0.09], [0.01, -0.01, 0.04], [0.01, 0.06, 0.00], [0.01, -0.13, 0.01], [0.03, 0.02, 0.01], [0.00, -0.01, -0.02], [-0.03, 0.01, 0.02], [0.02, 0.00, -0.02], [-0.04, 0.00, -0.01], [0.02, 0.01, 0.05], [0.13, -0.15, -0.17], [-0.02, 0.10, -0.05], [-0.03, -0.05, 0.02], [0.01, 0.01, -0.02], [0.03, -0.01, -0.02], [0.00, 0.02, 0.16], [0.01, 0.00, -0.02], [0.00, 0.00, 0.02], [0.01, 0.00, 0.00], [-0.01, -0.02, 0.01], [0.01, 0.01, -0.01], [0.00, -0.02, 0.01], [0.00, 0.00, 0.00], [0.00, 0.00, 0.00], [0.01, 0.00, 0.00], [0.03, -0.02, -0.01], [-0.01, 0.00, 0.01], [0.00, 0.01, 0.00], [0.00, 0.00, 0.00], [-0.01, 0.01, 0.01], [0.00, 0.01, -0.02], [0.21, -0.16, -0.03], [0.04, 0.11, -0.06], [-0.04, -0.08, 0.06], [0.02, 0.00, -0.01], [0.01, -0.06, -0.02], [0.05, -0.21, 0.07], [0.01, -0.03, 0.01], [-0.02, 0.03, -0.02], [0.01, -0.01, 0.00], [-0.01, 0.01, 0.00], [0.02, -0.01, 0.00], [0.00, 0.00, 0.00], [-0.01, 0.03, 0.02], [0.03, 0.00, 0.00], [-0.02, 0.00, 0.02], [0.01, 0.00, -0.03], [-0.02, -0.01, -0.03], [0.02, 0.01, 0.02], [0.00, 0.00, 0.02], [-0.01, -0.01, 0.00], [0.00, 0.00, 0.00], [0.00, 0.00, 0.00], [0.00, 0.00, 0.00], [0.00, 0.00, -0.01]]}